# 1
Formula: C31H39N5Tl
Source: the OMol25 dataset
Level of theory: ωB97M-V/def2-TZVPD

Geometry (Å):
Tl: 0.2043 -0.2530 0.6210
N: -0.6772 -2.1576 2.8015
N: 0.2183 -2.3484 -0.6804
C: 1.7707 1.5465 0.1433
C: 2.6285 0.4297 0.4641
C: 2.3613 0.0183 1.8107
C: 2.9957 -1.1396 2.5670
H: 3.5444 -1.7930 1.8866
H: 2.2630 -1.7331 3.1252
H: 3.7073 -0.6890 3.2723
C: 1.3333 0.8692 2.3636
C: 0.7027 0.7457 3.7336
H: 1.2768 1.3983 4.4004
H: 0.7466 -0.2822 4.1023
H: -0.3387 1.0691 3.7454
C: 0.9686 1.8503 1.3159
C: -0.0882 2.9282 1.4378
H: -0.8920 2.6471 2.1201
H: -0.5222 3.1796 0.4675
H: 0.4303 3.8029 1.8389
C: 3.6096 -0.2356 -0.4918
H: 4.5903 -0.2478 -0.0024
H: 3.6849 0.3489 -1.4090
H: 3.3460 -1.2701 -0.7579
C: 1.7144 2.3121 -1.1722
H: 0.6908 2.4954 -1.5201
H: 2.2478 1.7769 -1.9571
H: 2.2086 3.2751 -0.9960
C: -1.5874 -2.5888 3.6677
H: -1.7999 -1.9460 4.5235
C: -2.2365 -3.8219 3.5201
H: -2.9607 -4.1457 4.2662
C: -1.9296 -4.6081 2.4085
H: -2.4049 -5.5722 2.2534
C: -1.0049 -4.1400 1.4923
H: -0.7337 -4.7030 0.6007
C: -0.4142 -2.8985 1.7192
C: 0.5728 -2.4257 0.7482
H: 1.6260 -2.6078 0.9233
C: 0.2496 -1.0532 -1.2055
C: -0.0109 -3.2154 -1.7288
H: -0.0925 -4.2614 -1.5668
C: -0.1189 -2.4752 -2.8541
H: -0.3019 -2.7057 -3.8540
N: 0.0506 -1.1319 -2.5308
C: 0.1126 0.0266 -3.3677
C: 1.3281 0.3226 -3.9921
C: 1.3747 1.4453 -4.8385
H: 2.3164 1.6964 -5.3328
C: 0.2476 2.2455 -5.0531
C: 0.3044 3.4367 -5.9801
H: 0.2660 4.3858 -5.4271
H: -0.5433 3.4377 -6.6753
H: 1.2225 3.4351 -6.5771
C: -0.9429 1.9189 -4.3950
H: -1.8333 2.5336 -4.5432
C: -1.0298 0.8095 -3.5377
C: -2.3105 0.4912 -2.8153
H: -2.7483 -0.4677 -3.1316
H: -3.0634 1.2723 -3.0026
H: -2.1599 0.4323 -1.7285
C: 2.5623 -0.5093 -3.7737
H: 2.7142 -1.2501 -4.5734
H: 2.5253 -1.0679 -2.8328
H: 3.4663 0.1227 -3.7566
C: -2.7603 0.6269 4.8095
N: -3.0337 0.8254 3.3537
C: -4.2300 1.6590 3.0496
C: -2.2673 0.4418 2.4451
N: -1.4941 0.1325 1.6060
H: -3.5781 0.0585 5.2743
H: -2.6672 1.5995 5.3119
H: -1.8276 0.0872 4.9448
H: -3.9104 2.5666 2.5285
H: -4.9203 1.0849 2.4268
H: -4.7486 1.9571 3.9706

Atomic forces in eV per Å
-0.926 1.327 1.701
0.612 0.142 0.064
0.131 0.341 -1.571
0.786 0.324 0.684
0.483 0.913 0.262
0.291 0.907 0.455
-0.018 0.988 -0.292
0.021 -0.020 0.062
0.048 0.100 -0.096
0.007 -0.429 0.069
0.823 0.820 -0.756
0.769 0.393 -0.370
-0.183 -0.094 0.322
-0.017 0.100 -0.064
0.206 0.030 -0.098
0.820 -0.777 0.415
0.913 -0.182 0.064
0.093 -0.007 -0.043
0.036 0.008 0.063
-0.345 0.317 -0.009
-0.264 0.461 0.794
0.042 -0.141 -0.246
0.068 -0.159 0.076
-0.029 0.165 0.067
0.221 -0.167 0.941
0.153 -0.069 0.010
-0.129 0.078 -0.053
-0.112 0.039 -0.320
-0.322 -0.901 0.050
0.125 -0.264 -0.153
0.001 0.321 -0.008
0.120 0.041 -0.193
-0.365 -0.126 0.260
0.002 0.053 0.136
-0.496 0.201 0.104
-0.082 0.030 0.301
0.116 -1.474 -0.439
0.239 0.092 -0.411
-0.070 -0.306 -0.079
-0.368 -3.160 -3.031
0.176 0.275 0.357
-0.019 -0.564 -0.118
0.351 0.886 0.495
-0.215 -0.623 -1.267
0.038 -0.575 1.606
-2.109 0.043 -0.077
1.909 0.060 -0.235
-1.039 0.729 -0.391
-0.183 -0.027 0.057
2.289 -0.314 -0.777
0.079 -0.140 0.170
-0.062 -0.038 -0.018
-0.010 -0.006 0.030
-0.069 -0.015 0.115
-1.748 0.033 0.797
0.164 -0.126 0.034
0.747 -0.236 0.023
-0.390 0.068 0.068
0.152 0.159 0.042
0.273 -0.218 0.025
-0.033 0.005 -0.177
-0.090 0.125 -0.071
0.106 -0.160 -0.124
0.061 0.108 -0.213
-0.201 -0.198 0.019
-0.370 0.179 0.140
-1.838 0.829 2.552
0.009 0.060 0.145
0.302 -0.059 -0.494
-1.713 -0.074 -1.092
0.093 0.062 -0.017
-0.044 -0.079 -0.011
-0.077 0.037 -0.170
-0.107 -0.141 -0.015
0.067 0.136 0.019
0.102 -0.117 -0.094

largest force on an atom = 4.4 eV Å⁻¹
LUMO (alpha / beta) = 2.5122 / 2.4656 eV
net charge = -1
M = 686.07 u


# 2
Formula: C6H10O2
Source: the OMol25 dataset
Level of theory: ωB97M-V/def2-TZVPD

Geometry (Å):
C: -1.7787 0.2584 -0.3392
C: -1.9821 0.2713 1.1361
C: 1.9284 -1.7831 0.0221
C: 0.7455 -0.8781 -0.2328
C: 1.5663 1.4742 -0.5668
O: -0.3632 -1.3947 -0.5663
O: -1.7366 1.3807 -1.0441
C: 0.8452 0.4991 -0.0449
H: -1.1932 2.0409 -0.5858
H: -2.3012 -0.5032 -0.8987
H: -1.6432 -0.6709 1.5563
H: -3.0617 0.3689 1.3222
H: -1.4532 1.0877 1.6214
H: 2.6423 -1.6865 -0.8010
H: 2.4455 -1.4881 0.9367
H: 1.6128 -2.8213 0.1135
H: 1.4827 2.5024 -0.2147
H: 2.2444 1.3424 -1.4140

Atomic forces in eV per Å
-0.841 -0.217 -0.628
0.480 0.018 0.036
-0.119 -0.030 0.194
0.506 0.855 -0.015
-0.075 0.191 -0.243
-0.815 0.781 0.080
0.494 -0.984 0.398
0.310 -0.598 0.353
0.116 -0.026 0.094
-0.043 0.070 0.027
-0.014 -0.035 0.002
0.109 -0.038 -0.179
-0.025 -0.007 -0.059
-0.081 0.012 0.008
-0.039 0.047 -0.074
-0.013 0.010 -0.057
0.143 -0.041 0.112
-0.093 -0.007 -0.050

largest force on an atom = 1.2 eV Å⁻¹
energy above the lowest of the compared OMol25 structures with the same formula, charge and spin = 432.7 kJ/mol
LUMO (alpha / beta) = -0.0862 / -0.0854 eV
net charge = 0
M = 114.14 u


# 3
Formula: CH6N6
Source: the OMol25 dataset
Level of theory: ωB97M-V/def2-TZVPD

Geometry (Å):
N: -0.0460 0.4213 -1.0993
C: -0.3734 -0.9216 0.6874
N: 0.7451 1.2994 -1.7557
N: -1.5036 -1.3524 0.0973
N: 0.0469 0.4862 0.1883
N: 0.9163 1.2332 0.7763
N: 0.2369 -1.5063 1.6126
H: 0.3933 1.5248 -2.6744
H: 1.1901 1.9922 -1.1549
H: -1.8565 -2.2506 0.3887
H: -1.7157 -0.9419 -0.7991
H: 0.8951 1.0569 1.7769
H: 1.0716 -1.0414 1.9559

Atomic forces in eV per Å
-0.332 0.653 -0.098
0.093 1.148 0.848
-0.136 -0.192 0.837
-0.206 0.280 -0.077
0.666 -2.447 -1.355
0.287 0.667 0.232
0.166 -0.190 -0.003
0.116 0.084 0.274
-0.165 0.047 -0.280
0.148 0.122 -0.268
-0.165 -0.282 0.104
-0.270 -0.049 -0.087
-0.203 0.159 -0.126

largest force on an atom = 2.9 eV Å⁻¹
energy above the lowest of the compared OMol25 structures with the same formula, charge and spin = 102.6 kJ/mol
LUMO = 0.9038 eV
net charge = 0
M = 102.10 u


# 4
Formula: C32H42F7INO18S2
Source: the OMol25 dataset
Level of theory: ωB97M-V/def2-TZVPD

Geometry (Å):
O: -9.7343 2.3394 -0.6619
C: -9.6931 1.6690 -1.6604
O: -10.5143 0.5409 -1.8084
C: -8.6825 2.0301 -2.7989
C: -7.2372 1.5414 -2.2902
N: -6.4696 1.1729 -3.4782
S: -5.7872 2.4830 -4.3495
C: -5.7296 -0.0728 -3.3795
I: -4.8294 -0.4225 -5.3698
C: -6.7477 -1.3151 -3.2203
O: -7.9684 -1.1900 -3.3964
O: -6.2274 -2.4578 -2.9453
S: -4.2798 -0.1181 -2.2026
O: -3.4959 -1.2922 -2.6137
O: -3.3633 1.0200 -2.4362
C: -4.6590 -0.4383 -0.4182
F: -5.6842 -1.3489 -0.2517
F: -3.5479 -1.0795 0.1071
C: -4.9703 0.7627 0.5493
F: -4.6724 0.2990 1.8347
F: -6.3067 1.0993 0.6292
C: -4.1348 2.0851 0.3940
F: -4.3104 2.8011 1.5718
F: -4.5798 2.9150 -0.5875
F: -2.7904 1.8745 0.3156
H: -10.0452 -0.2461 -1.4633
H: -8.7012 3.1087 -3.0813
H: -8.9687 1.3880 -3.6794
H: -7.4626 0.6766 -1.6055
H: -6.8219 2.4157 -1.7208
H: -4.4155 2.4609 -4.3232
O: -3.7665 7.3406 6.5259
C: -4.0591 6.2909 6.0261
O: -5.3381 5.8959 5.7937
C: -5.3422 4.5504 5.2904
C: -3.9594 4.3382 4.7111
C: -3.0946 5.2059 5.6084
H: -5.5552 3.8696 6.1192
H: -6.1226 4.4435 4.5378
H: -3.6578 3.2911 4.6893
H: -3.9241 4.7194 3.6876
H: -2.7594 4.6669 6.4970
H: -2.2458 5.6232 5.0705
O: -0.8868 -0.4920 -4.3038
C: -0.1891 -0.9861 -3.4668
O: 0.3984 -2.2078 -3.5948
C: 1.0710 -2.5458 -2.3704
C: 1.3234 -1.2233 -1.6753
C: 0.1321 -0.3926 -2.1164
H: 0.4219 -3.2038 -1.7874
H: 1.9951 -3.0717 -2.5948
H: 1.4172 -1.3172 -0.5975
H: 2.2425 -0.7756 -2.0550
H: -0.7273 -0.5286 -1.4563
H: 0.3856 0.6620 -2.2033
O: 2.4373 0.6179 -0.1278
C: 3.5441 1.0080 -0.3684
O: 4.0779 1.0353 -1.6191
C: 5.4499 1.4514 -1.5477
C: 5.5722 2.2044 -0.2410
C: 4.5598 1.4902 0.6402
H: 6.0855 0.5609 -1.5759
H: 5.6857 2.0802 -2.4057
H: 6.5788 2.2048 0.1609
H: 5.2665 3.2427 -0.3821
H: 4.9967 0.6258 1.1453
H: 4.1041 2.1659 1.3615
O: 7.6372 3.4922 -1.1604
C: 8.6486 3.2075 -1.7388
O: 9.7025 2.5837 -1.1514
C: 10.7877 2.4896 -2.0863
C: 10.1460 2.6027 -3.4541
C: 8.9641 3.5172 -3.1824
H: 11.4897 3.3038 -1.8875
H: 11.3036 1.5393 -1.9526
H: 10.8261 2.9774 -4.2190
H: 9.7849 1.6226 -3.7764
H: 9.2352 4.5713 -3.2682
H: 8.1178 3.2855 -3.8264
O: 2.4005 -4.2774 -0.7278
C: 1.7069 -5.0479 -0.1240
O: 1.2162 -4.8038 1.1172
C: 0.5216 -5.9683 1.5959
C: 0.1458 -6.7473 0.3525
C: 1.2914 -6.4225 -0.5901
H: 1.1923 -6.5276 2.2513
H: -0.3550 -5.6624 2.1665
H: 0.0153 -7.8139 0.5356
H: -0.7896 -6.3601 -0.0597
H: 2.1312 -7.1090 -0.4633
H: 0.9666 -6.4014 -1.6289
O: 2.6946 -6.3143 4.0812
C: 3.3599 -5.3298 4.2482
O: 3.9586 -5.0144 5.4268
C: 4.5813 -3.7255 5.3184
C: 4.7972 -3.5107 3.8341
C: 3.6194 -4.2513 3.2259
H: 3.9126 -2.9783 5.7538
H: 5.5191 -3.7253 5.8738
H: 4.8476 -2.4585 3.5539
H: 5.7308 -3.9867 3.5221
H: 2.7349 -3.6169 3.1467
H: 3.8698 -4.6815 2.2586

Atomic forces in eV per Å
-0.274 -0.412 -0.268
0.606 0.726 -0.080
1.022 0.551 0.136
-0.702 -1.696 -0.176
-2.041 1.062 0.129
2.036 -0.874 0.937
-0.366 1.142 -0.482
-2.073 0.370 -1.146
-0.022 -0.398 0.832
0.006 -4.694 1.127
0.353 2.173 -0.121
0.338 3.041 -0.353
5.307 -1.789 -4.556
-1.912 0.431 1.640
-2.654 0.315 1.769
-0.666 -1.813 2.181
0.973 1.511 -0.615
-0.991 1.303 -1.010
-0.433 0.052 1.937
-0.101 0.441 -1.512
1.682 -0.407 -0.844
0.581 1.844 0.929
0.003 -0.832 -1.183
0.708 -1.480 0.928
-1.912 -0.024 -0.367
-0.164 0.395 -0.463
-0.033 -0.816 0.518
0.554 0.704 0.789
0.796 0.624 -0.902
0.030 -1.026 -0.412
-0.599 -0.463 0.801
-0.417 -0.068 -0.142
0.343 0.271 0.428
0.235 0.209 0.042
-0.210 -0.315 -0.158
0.269 -0.301 -0.243
-0.172 -0.213 -0.489
0.012 0.050 0.001
-0.062 0.174 0.153
-0.105 0.033 -0.018
-0.034 -0.070 0.052
0.070 0.124 0.013
0.067 0.087 0.319
0.381 -0.306 -0.333
-0.734 0.388 0.039
-0.072 0.209 -0.155
0.078 -0.005 -0.077
-0.005 -0.299 0.136
0.566 -0.132 0.137
-0.058 0.050 -0.086
-0.217 -0.044 -0.213
-0.014 -0.164 -0.129
-0.062 -0.124 -0.001
-0.089 0.110 -0.138
-0.320 0.001 -0.009
0.394 0.670 -0.120
-0.385 -0.341 0.563
-0.203 0.013 0.120
0.278 0.106 -0.143
-0.097 -0.069 0.602
0.245 0.406 -0.330
-0.043 -0.012 0.010
-0.190 -0.123 -0.046
-0.152 -0.059 -0.010
0.091 -0.070 -0.016
-0.123 0.000 0.057
-0.129 -0.302 0.096
0.897 0.050 -0.125
-0.374 0.539 0.010
-0.297 0.049 -0.011
0.367 -0.125 -0.090
0.085 -0.031 -0.434
0.237 -0.466 -0.250
-0.050 -0.009 0.017
-0.103 0.062 0.223
0.025 -0.029 0.091
0.054 0.048 0.025
-0.150 0.006 0.021
-0.101 0.294 0.145
0.070 -0.102 0.702
0.506 -0.001 -0.274
0.099 0.110 -0.336
-0.261 -0.373 0.361
-0.290 -0.263 -0.163
-0.553 -0.088 0.088
0.004 0.100 -0.020
0.165 0.212 -0.002
0.023 0.071 0.084
0.053 -0.033 0.027
0.044 0.078 -0.104
0.336 0.047 -0.034
0.323 0.003 0.457
-0.530 -0.132 -0.334
-0.092 -0.222 -0.149
0.206 0.281 0.139
0.193 0.262 -0.268
0.554 0.164 0.055
-0.007 -0.046 -0.021
-0.153 -0.173 0.118
-0.016 -0.036 0.086
-0.032 0.047 0.051
-0.038 -0.138 -0.144
-0.380 0.002 -0.012

largest force on an atom = 7.2 eV Å⁻¹
LUMO = 1.3125 eV
net charge = -1
M = 1052.70 u


# 5
Formula: C31H37AsN5OPdS
Source: the OMol25 dataset
Level of theory: ωB97M-V/def2-TZVPD

Geometry (Å):
Pd: -16.9445 4.3116 -4.2303
S: -16.7587 6.1643 -5.6925
C: -17.8472 7.3251 -5.0127
C: -18.2777 8.4251 -5.8073
C: -19.2477 9.2951 -5.2632
C: -19.5309 9.2799 -3.9204
C: -18.8880 8.3818 -3.0623
C: -18.1907 7.3112 -3.6403
As: -17.4478 5.8753 -2.5980
C: -18.7275 5.4480 -1.1925
C: -18.3771 4.4542 -0.2657
C: -19.3901 3.9541 0.5425
C: -20.6412 4.5604 0.6755
C: -20.9479 5.5937 -0.2032
C: -20.0507 5.9730 -1.1881
C: -15.8074 6.5409 -1.8428
C: -14.6782 6.5576 -2.6068
C: -13.4044 6.5534 -1.9633
C: -13.3629 6.5513 -0.5822
C: -14.5468 6.6960 0.1685
C: -15.7899 6.6094 -0.4637
H: -17.9861 8.4045 -6.8706
H: -19.7526 10.0630 -5.8771
H: -20.3874 9.8792 -3.5639
H: -19.0261 8.4421 -1.9987
H: -17.3524 4.0640 -0.1048
H: -19.1955 3.1372 1.2474
H: -21.3804 4.2075 1.3533
H: -21.8876 6.1002 -0.0734
H: -20.2598 6.7983 -1.8172
H: -14.8678 6.5820 -3.6917
H: -12.4378 6.6862 -2.5523
H: -12.3949 6.5060 -0.0504
H: -14.4998 6.9019 1.2139
H: -16.7114 6.5634 0.1156
C: -23.2130 4.3379 -5.4293
C: -21.8086 3.9500 -4.9199
O: -21.5508 3.8524 -3.7015
N: -20.9077 3.5989 -5.9013
C: -19.5527 3.2028 -5.4780
C: -18.5638 3.2332 -6.6102
C: -18.8786 3.3430 -7.9752
C: -17.8763 3.1854 -8.9036
C: -16.5507 2.9614 -8.4626
C: -16.3212 2.7996 -7.1231
N: -17.2782 2.9876 -6.2077
H: -23.2066 5.2604 -6.0207
H: -23.8472 4.4909 -4.5753
H: -23.6714 3.6111 -6.0933
H: -21.1174 3.8713 -6.8550
H: -19.6412 2.1971 -5.0058
H: -19.2002 3.8688 -4.6851
H: -19.9321 3.3742 -8.2772
H: -18.0475 3.3352 -9.9758
H: -15.7048 2.7969 -9.1707
H: -15.3260 2.5483 -6.6910
C: -14.8154 0.1410 -4.5736
N: -15.2205 1.3262 -3.8590
C: -14.2763 2.3979 -3.9285
C: -16.3811 1.4479 -3.1558
N: -17.0377 2.5745 -3.0422
N: -16.8799 0.2889 -2.5762
C: -18.2740 0.1569 -2.2016
C: -16.0146 -0.6721 -1.9196
H: -14.1419 0.4517 -5.4042
H: -15.7063 -0.3911 -4.9363
H: -14.1911 -0.5059 -3.9021
H: -14.2464 2.9410 -2.9604
H: -14.4503 3.1496 -4.7143
H: -13.3042 1.9606 -4.0963
H: -17.8526 2.5142 -2.4196
H: -18.4929 0.3044 -1.1136
H: -18.6232 -0.8487 -2.3656
H: -18.9799 0.7948 -2.7818
H: -14.9292 -0.4041 -2.0736
H: -16.1983 -1.6812 -2.3207
H: -16.2683 -0.7050 -0.8513

Atomic forces in eV per Å
0.511 -0.132 -1.345
-0.321 -0.295 0.020
0.018 1.137 0.000
-0.905 -0.691 0.079
0.795 0.280 -1.531
-0.894 -0.075 0.852
-0.118 -0.790 -1.208
0.234 1.047 0.753
-0.641 0.411 0.399
-0.414 0.341 0.183
-0.228 -0.150 -0.108
-0.231 -0.294 1.648
0.906 0.145 -1.700
0.051 -0.241 0.236
1.611 -0.457 0.923
-1.498 -0.682 0.901
1.489 0.203 -0.447
0.071 0.609 -1.654
0.042 0.458 0.898
0.008 -0.308 -0.941
1.038 0.256 0.809
-0.216 0.388 0.662
0.452 -0.661 0.181
0.924 0.014 0.020
-0.077 -0.026 0.229
-0.690 0.261 -0.581
0.255 0.253 -0.361
-0.270 -0.256 0.567
-0.254 0.165 -0.289
-0.478 0.307 -0.656
0.847 -0.152 0.467
-1.514 -0.560 0.765
-0.643 0.194 -0.419
0.108 -0.256 0.639
0.257 0.229 -0.088
0.731 0.408 -0.127
-0.444 -0.646 1.178
-0.200 0.269 -2.500
0.119 0.438 0.914
-1.122 0.055 -0.334
1.442 -1.034 -0.255
-0.725 -0.668 0.975
1.574 0.634 -0.410
-0.020 -0.590 -1.500
0.294 0.311 1.191
-1.241 0.079 -0.425
0.258 0.042 0.214
-0.216 0.027 0.326
0.209 -0.437 0.101
0.148 -0.143 0.444
0.396 0.495 -0.471
-0.181 0.049 -0.004
0.589 0.277 -0.076
-0.123 -0.301 0.477
-0.956 0.291 0.534
-0.750 0.263 -0.608
0.547 -0.719 0.236
-0.387 0.431 0.170
0.189 1.333 0.904
-1.232 -0.591 0.611
0.231 -0.646 0.196
0.005 0.383 -0.552
-1.042 0.595 0.456
0.884 -0.178 -0.230
-0.773 -0.301 0.356
0.508 -0.023 0.031
-0.543 0.157 -0.797
-0.004 -0.204 -0.567
-0.158 -0.226 0.037
0.393 0.006 0.015
0.757 -0.024 -0.168
0.485 0.347 -0.615
0.156 -0.616 -0.332
0.824 -0.234 0.316
-1.340 -0.302 0.436
0.196 0.224 0.064
0.301 0.097 -0.112

largest force on an atom = 2.5 eV Å⁻¹
energy above the lowest of the compared OMol25 structures with the same formula, charge and spin = 100.0 kJ/mol
LUMO (alpha / beta) = -2.0264 / -4.9106 eV
net charge = +1
M = 709.08 u
2S+1 = 3